17
Properties=species:S:1:pos:R:3 method="wB97M-V/def2-TZVPD" lumo_energy_ev=-3.202 homo_ev=-13.67 e_above_lowest_kj_mol=313.96 e_tot_ev=-21157.57809 gap_ha=0.38469 total_charge=+1
S 2.716 -1.412 0.414
O 1.495 -1.045 -0.381
O 0.051 0.639 0.991
N 3.345 -3.074 0.042
N -2.397 0.957 0.378
C -0.822 1.580 -1.385
C -1.256 0.675 -0.292
C 2.621 -3.072 1.066
H 0.647 -0.133 0.761
H -1.189 1.125 -2.255
H -1.354 2.550 -1.402
H -1.193 -0.471 -0.392
H 0.223 1.736 -1.509
H -2.693 1.895 0.633
H 0.663 1.375 0.805
H 2.100 -3.504 1.845
H -2.958 0.179 0.681